The following is a quantum chemistry calculation of a 7-piece molecular cluster, C84H186F3O6P5S overall in a non-equilibrium geometry, from the Open Molecules 2025 dataset.

Last columns: bonded neighbours and bond lengths (Å).
Geometry (Å):
1 S -0.053 0.502 -1.302  O2 1.437, O3 1.481, O4 1.405, O5 1.454
2 O -0.417 -0.009 -0.009  S1 1.437
3 O -0.946 -0.098 -2.320  S1 1.481
4 O -0.126 1.904 -1.245  S1 1.405
5 O 1.292 0.087 -1.665  S1 1.454
6 C -3.200 5.519 -1.896  C7 1.558, H23 1.090, H24 1.090, H25 1.090
7 C -3.095 3.979 -1.682  C6 1.558, C8 1.531, H26 1.090, H27 1.090
8 C -3.312 3.643 -0.204  C7 1.531, C9 1.583, H28 1.090, H29 1.090
9 C -3.394 2.062 -0.172  C8 1.583, P10 1.884, H30 1.090, H31 1.090
10 P -3.162 1.081 1.419  C9 1.884, C11 1.909, C15 1.818, C19 1.857
11 C -4.655 1.779 2.383  P10 1.909, C12 1.514, H32 1.090, H33 1.090
12 C -5.971 1.808 1.637  C11 1.514, C13 1.546, H34 1.090, H35 1.090
13 C -7.113 1.084 2.387  C12 1.546, C14 1.573, H36 1.090, H37 1.090
14 C -8.433 0.920 1.546  C13 1.573, H38 1.090, H39 1.090, H40 1.090
15 C -3.363 -0.691 1.064  P10 1.818, C16 1.587, H41 1.090, H42 1.090
16 C -3.361 -1.570 2.385  C15 1.587, C17 1.576, H43 1.090, H44 1.090
17 C -2.896 -3.026 1.998  C16 1.576, C18 1.570, H45 1.090, H46 1.090
18 C -2.821 -3.802 3.360  C17 1.570, H47 1.090, H48 1.090, H49 1.090
19 C -1.544 1.481 2.239  P10 1.857, C20 1.547, H50 1.090, H51 1.090
20 C -1.739 2.054 3.662  C19 1.547, C21 1.517, H52 1.090, H53 1.090
21 C -1.750 3.557 3.451  C20 1.517, C22 1.538, H54 1.090, H55 1.090
22 C -1.303 4.145 4.800  C21 1.538, H56 1.090, H57 1.090, H58 1.090
23 H -2.995 5.831 -2.920  C6 1.090
24 H -2.447 6.099 -1.364  C6 1.090
25 H -4.122 5.994 -1.559  C6 1.090
26 H -2.127 3.676 -2.083  C7 1.090
27 H -3.730 3.528 -2.444  C7 1.090
28 H -4.225 4.052 0.228  C8 1.090
29 H -2.502 3.979 0.443  C8 1.090
30 H -2.616 1.582 -0.766  C9 1.090
31 H -4.246 1.683 -0.735  C9 1.090
32 H -4.434 2.824 2.600  C11 1.090
33 H -4.613 1.237 3.328  C11 1.090
34 H -6.033 1.425 0.618  C12 1.090
35 H -6.285 2.826 1.405  C12 1.090
36 H -7.412 1.663 3.260  C13 1.090
37 H -6.724 0.131 2.744  C13 1.090
38 H -8.289 0.428 0.585  C14 1.090
39 H -8.723 1.925 1.238  C14 1.090
40 H -9.269 0.491 2.099  C14 1.090
41 H -2.504 -1.050 0.498  C15 1.090
42 H -4.274 -0.779 0.473  C15 1.090
43 H -4.341 -1.564 2.862  C16 1.090
44 H -2.719 -1.150 3.160  C16 1.090
45 H -1.914 -3.013 1.526  C17 1.090
46 H -3.493 -3.484 1.210  C17 1.090
47 H -2.778 -4.884 3.240  C18 1.090
48 H -3.739 -3.788 3.948  C18 1.090
49 H -2.039 -3.371 3.986  C18 1.090
50 H -0.797 1.956 1.602  C19 1.090
51 H -1.107 0.493 2.383  C19 1.090
52 H -0.869 1.786 4.261  C20 1.090
53 H -2.549 1.610 4.240  C20 1.090
54 H -2.665 4.116 3.253  C21 1.090
55 H -1.107 3.823 2.613  C21 1.090
56 H -1.230 5.230 4.720  C22 1.090
57 H -0.248 4.013 5.038  C22 1.090
58 H -1.927 3.925 5.667  C22 1.090
59 C -3.660 -5.200 -0.915  C60 1.530, H76 1.090, H77 1.090, H78 1.090
60 C -2.418 -4.468 -1.428  C59 1.530, C61 1.534, H79 1.090, H80 1.090
61 C -2.592 -3.887 -2.837  C60 1.534, C62 1.561, H81 1.090, H82 1.090
62 C -1.477 -2.876 -3.253  C61 1.561, P63 1.881, H83 1.090, H84 1.090
63 P -2.169 -1.894 -4.700  C62 1.881, C64 1.880, C68 1.829, C72 1.875
64 C -0.799 -0.943 -5.569  P63 1.880, C65 1.533, H85 1.090, H86 1.090
65 C 0.508 -1.732 -5.716  C64 1.533, C66 1.503, H87 1.090, H88 1.090
66 C 1.681 -0.955 -6.243  C65 1.503, C67 1.552, H89 1.090, H90 1.090
67 C 1.371 -0.125 -7.517  C66 1.552, H91 1.090, H92 1.090, H93 1.090
68 C -3.306 -0.513 -4.321  P63 1.829, C69 1.570, H94 1.090, H95 1.090
69 C -4.746 -0.844 -3.788  C68 1.570, C70 1.530, H96 1.090, H97 1.090
70 C -5.573 0.396 -3.441  C69 1.530, C71 1.514, H98 1.090, H99 1.090
71 C -6.655 0.000 -2.458  C70 1.514, H100 1.090, H101 1.090, H102 1.090
72 C -2.953 -3.038 -5.962  P63 1.875, C73 1.531, H103 1.090, H104 1.090
73 C -2.243 -3.091 -7.317  C72 1.531, C74 1.547, H105 1.090, H106 1.090
74 C -3.044 -3.782 -8.446  C73 1.547, C75 1.509, H107 1.090, H108 1.090
75 C -2.545 -3.526 -9.847  C74 1.509, H109 1.090, H110 1.090, H111 1.090
76 H -4.653 -4.774 -1.056  C59 1.090
77 H -3.609 -5.455 0.143  C59 1.090
78 H -3.736 -6.124 -1.487  C59 1.090
79 H -1.465 -4.958 -1.228  C60 1.090
80 H -2.344 -3.598 -0.776  C60 1.090
81 H -3.618 -3.538 -2.950  C61 1.090
82 H -2.623 -4.738 -3.519  C61 1.090
83 H -0.718 -3.495 -3.730  C62 1.090
84 H -1.027 -2.293 -2.450  C62 1.090
85 H -0.568 -0.095 -4.924  C64 1.090
86 H -1.007 -0.605 -6.584  C64 1.090
87 H 0.443 -2.615 -6.350  C65 1.090
88 H 0.853 -2.055 -4.734  C65 1.090
89 H 2.573 -1.550 -6.438  C66 1.090
90 H 1.898 -0.212 -5.477  C66 1.090
91 H 0.766 0.765 -7.343  C67 1.090
92 H 0.854 -0.699 -8.287  C67 1.090
93 H 2.298 0.188 -7.996  C67 1.090
94 H -3.473 0.052 -5.238  C68 1.090
95 H -2.782 0.114 -3.599  C68 1.090
96 H -4.488 -1.401 -2.887  C69 1.090
97 H -5.183 -1.569 -4.474  C69 1.090
98 H -6.173 0.661 -4.311  C70 1.090
99 H -4.996 1.126 -2.873  C70 1.090
100 H -7.297 0.860 -2.269  C71 1.090
101 H -6.219 -0.264 -1.495  C71 1.090
102 H -7.368 -0.750 -2.801  C71 1.090
103 H -3.990 -2.745 -6.131  C72 1.090
104 H -2.899 -4.051 -5.562  C72 1.090
105 H -1.226 -3.472 -7.221  C73 1.090
106 H -2.173 -2.057 -7.653  C73 1.090
107 H -4.018 -3.376 -8.175  C74 1.090
108 H -2.970 -4.854 -8.268  C74 1.090
109 H -3.209 -3.960 -10.594  C75 1.090
110 H -1.565 -3.983 -9.986  C75 1.090
111 H -2.442 -2.486 -10.156  C75 1.090
112 C -4.365 -0.970 6.172  C113 1.595, H129 1.090, H130 1.090, H131 1.090
113 C -2.788 -0.997 6.409  C112 1.595, C114 1.555, H132 1.090, H133 1.090
114 C -2.329 -0.120 7.609  C113 1.555, C115 1.588, H134 1.090, H135 1.090
115 C -0.749 0.027 7.664  C114 1.588, P116 1.908, H136 1.090, H137 1.090
116 P 0.273 -1.496 8.190  C115 1.908, C117 1.889, C121 1.844, C125 1.821
117 C 0.584 -2.413 6.568  P116 1.889, C118 1.575, H138 1.090, H139 1.090
118 C 1.419 -1.748 5.410  C117 1.575, C119 1.537, H140 1.090, H141 1.090
119 C 0.584 -1.487 4.147  C118 1.537, C120 1.553, H142 1.090, H143 1.090
120 C 1.347 -0.794 2.984  C119 1.553, H144 1.090, H145 1.090, H146 1.090
121 C 1.937 -1.031 8.834  P116 1.844, C122 1.481, H147 1.090, H148 1.090
122 C 2.766 -2.037 9.538  C121 1.481, C123 1.462, H149 1.090, H150 1.090
123 C 4.065 -1.802 10.164  C122 1.462, C124 1.532, H151 1.090, H152 1.090
124 C 5.150 -1.380 9.168  C123 1.532, H153 1.090, H154 1.090, H155 1.090
125 C -0.725 -2.597 9.243  P116 1.821, C126 1.570, H156 1.090, H157 1.090
126 C -0.140 -4.053 9.293  C125 1.570, C127 1.519, H158 1.090, H159 1.090
127 C -1.072 -4.926 10.115  C126 1.519, C128 1.533, H160 1.090, H161 1.090
128 C -0.680 -6.406 10.058  C127 1.533, H162 1.090, H163 1.090, H164 1.090
129 H -4.738 -1.722 5.477  C112 1.090
130 H -4.712 -0.021 5.762  C112 1.090
131 H -4.871 -1.171 7.116  C112 1.090
132 H -2.472 -0.741 5.398  C113 1.090
133 H -2.384 -1.969 6.691  C113 1.090
134 H -2.734 -0.490 8.551  C114 1.090
135 H -2.757 0.838 7.316  C114 1.090
136 H -0.483 0.870 8.302  C115 1.090
137 H -0.393 0.188 6.646  C115 1.090
138 H -0.382 -2.790 6.233  C117 1.090
139 H 1.163 -3.286 6.867  C117 1.090
140 H 2.332 -2.301 5.191  C118 1.090
141 H 1.661 -0.774 5.835  C118 1.090
142 H -0.269 -0.832 4.326  C119 1.090
143 H 0.328 -2.493 3.817  C119 1.090
144 H 0.743 -0.864 2.080  C120 1.090
145 H 2.399 -1.078 2.949  C120 1.090
146 H 1.288 0.279 3.165  C120 1.090
147 H 1.840 -0.124 9.430  C121 1.090
148 H 2.539 -0.644 8.012  C121 1.090
149 H 2.786 -2.911 8.886  C122 1.090
150 H 2.154 -2.335 10.389  C122 1.090
151 H 4.313 -2.709 10.716  C123 1.090
152 H 3.901 -1.061 10.946  C123 1.090
153 H 4.856 -0.502 8.593  C124 1.090
154 H 5.137 -2.177 8.424  C124 1.090
155 H 6.139 -1.365 9.626  C124 1.090
156 H -1.594 -2.711 8.595  C125 1.090
157 H -1.021 -2.144 10.190  C125 1.090
158 H 0.835 -4.138 9.771  C126 1.090
159 H 0.018 -4.598 8.362  C126 1.090
160 H -2.128 -4.915 9.844  C127 1.090
161 H -1.156 -4.586 11.147  C127 1.090
162 H -0.739 -7.005 10.966  C128 1.090
163 H 0.403 -6.338 9.952  C128 1.090
164 H -1.245 -6.931 9.287  C128 1.090
165 C -0.032 7.450 1.860  C166 1.577, H182 1.090, H183 1.090, H184 1.090
166 C -0.233 6.690 0.493  C165 1.577, C167 1.563, H185 1.090, H186 1.090
167 C 1.073 5.950 0.056  C166 1.563, C168 1.540, H187 1.090, H188 1.090
168 C 0.807 4.881 -1.021  C167 1.540, P169 1.860, H189 1.090, H190 1.090
169 P 2.317 4.151 -1.824  C168 1.860, C170 1.893, C174 1.900, C178 1.880
170 C 3.588 5.538 -2.028  P169 1.893, C171 1.603, H191 1.090, H192 1.090
171 C 4.780 5.388 -3.088  C170 1.603, C172 1.502, H193 1.090, H194 1.090
172 C 6.168 5.822 -2.711  C171 1.502, C173 1.525, H195 1.090, H196 1.090
173 C 6.680 5.259 -1.389  C172 1.525, H197 1.090, H198 1.090, H199 1.090
174 C 3.207 2.760 -0.884  P169 1.900, C175 1.563, H200 1.090, H201 1.090
175 C 3.617 3.205 0.557  C174 1.563, C176 1.563, H202 1.090, H203 1.090
176 C 2.597 2.816 1.676  C175 1.563, C177 1.630, H204 1.090, H205 1.090
177 C 2.839 3.697 3.026  C176 1.630, H206 1.090, H207 1.090, H208 1.090
178 C 1.868 3.483 -3.523  P169 1.880, C179 1.543, H209 1.090, H210 1.090
179 C 1.312 4.515 -4.526  C178 1.543, C180 1.562, H211 1.090, H212 1.090
180 C 1.186 3.893 -5.953  C179 1.562, C181 1.539, H213 1.090, H214 1.090
181 C 2.492 3.670 -6.738  C180 1.539, H215 1.090, H216 1.090, H217 1.090
182 H 1.009 7.707 2.061  C165 1.090
183 H -0.529 6.840 2.614  C165 1.090
184 H -0.693 8.309 1.741  C165 1.090
185 H -0.602 7.302 -0.330  C166 1.090
186 H -1.055 5.982 0.601  C166 1.090
187 H 1.539 5.590 0.973  C167 1.090
188 H 1.899 6.614 -0.199  C167 1.090
189 H 0.468 5.432 -1.899  C168 1.090
190 H 0.040 4.122 -0.867  C168 1.090
191 H 4.029 5.491 -1.032  C170 1.090
192 H 3.036 6.426 -2.337  C170 1.090
193 H 4.449 5.902 -3.991  C171 1.090
194 H 4.763 4.387 -3.520  C171 1.090
195 H 6.005 6.895 -2.612  C172 1.090
196 H 6.961 5.762 -3.456  C172 1.090
197 H 7.761 5.395 -1.365  C173 1.090
198 H 6.376 4.230 -1.195  C173 1.090
199 H 6.198 5.815 -0.585  C173 1.090
200 H 4.085 2.591 -1.507  C174 1.090
201 H 2.546 1.894 -0.858  C174 1.090
202 H 3.898 4.254 0.652  C175 1.090
203 H 4.543 2.746 0.904  C175 1.090
204 H 2.848 1.800 1.981  C176 1.090
205 H 1.519 2.763 1.524  C176 1.090
206 H 2.488 4.706 2.809  C177 1.090
207 H 3.754 3.590 3.608  C177 1.090
208 H 1.969 3.353 3.585  C177 1.090
209 H 1.269 2.588 -3.351  C178 1.090
210 H 2.731 3.038 -4.017  C178 1.090
211 H 1.988 5.369 -4.478  C179 1.090
212 H 0.295 4.825 -4.285  C179 1.090
213 H 0.578 4.563 -6.561  C180 1.090
214 H 0.582 2.987 -5.915  C180 1.090
215 H 3.038 4.604 -6.875  C181 1.090
216 H 2.433 3.210 -7.724  C181 1.090
217 H 3.037 2.804 -6.363  C181 1.090
218 C 1.283 -5.140 2.597  C219 1.569, H235 1.090, H236 1.090, H237 1.090
219 C 1.170 -4.970 1.042  C218 1.569, C220 1.544, H238 1.090, H239 1.090
220 C 1.309 -3.458 0.762  C219 1.544, C221 1.607, H240 1.090, H241 1.090
221 C 1.412 -3.020 -0.780  C220 1.607, P222 1.799, H242 1.090, H243 1.090
222 P 2.990 -2.331 -1.301  C221 1.799, C223 1.818, C227 1.860, C231 1.844
223 C 4.072 -3.720 -0.848  P222 1.818, C224 1.523, H244 1.090, H245 1.090
224 C 3.917 -5.057 -1.560  C223 1.523, C225 1.545, H246 1.090, H247 1.090
225 C 5.043 -6.058 -1.218  C224 1.545, C226 1.536, H248 1.090, H249 1.090
226 C 6.468 -5.612 -1.580  C225 1.536, H250 1.090, H251 1.090, H252 1.090
227 C 3.580 -0.890 -0.284  P222 1.860, C228 1.527, H253 1.090, H254 1.090
228 C 4.773 -1.169 0.628  C227 1.527, C229 1.483, H255 1.090, H256 1.090
229 C 5.386 -0.024 1.345  C228 1.483, C230 1.593, H257 1.090, H258 1.090
230 C 6.696 -0.566 2.072  C229 1.593, H259 1.090, H260 1.090, H261 1.090
231 C 3.329 -2.091 -3.097  P222 1.844, C232 1.524, H262 1.090, H263 1.090
232 C 4.728 -1.568 -3.396  C231 1.524, C233 1.491, H264 1.090, H265 1.090
233 C 4.826 -0.431 -4.357  C232 1.491, C234 1.535, H266 1.090, H267 1.090
234 C 4.523 0.886 -3.628  C233 1.535, H268 1.090, H269 1.090, H270 1.090
235 H 2.211 -4.706 2.971  C218 1.090
236 H 1.147 -6.176 2.908  C218 1.090
237 H 0.591 -4.482 3.123  C218 1.090
238 H 0.256 -5.423 0.656  C219 1.090
239 H 1.949 -5.548 0.544  C219 1.090
240 H 2.237 -3.130 1.229  C220 1.090
241 H 0.568 -2.864 1.298  C220 1.090
242 H 0.646 -2.249 -0.862  C221 1.090
243 H 1.045 -3.727 -1.524  C221 1.090
244 H 4.159 -3.961 0.211  C223 1.090
245 H 5.054 -3.308 -1.084  C223 1.090
246 H 3.994 -4.891 -2.635  C224 1.090
247 H 2.915 -5.440 -1.368  C224 1.090
248 H 4.925 -6.925 -1.867  C225 1.090
249 H 4.954 -6.439 -0.201  C225 1.090
250 H 6.403 -5.420 -2.651  C226 1.090
251 H 7.210 -6.333 -1.239  C226 1.090
252 H 6.861 -4.799 -0.969  C226 1.090
253 H 2.624 -0.630 0.170  C227 1.090
254 H 3.626 -0.067 -0.997  C227 1.090
255 H 5.530 -1.527 -0.070  C228 1.090
256 H 4.510 -1.997 1.286  C228 1.090
257 H 4.593 0.302 2.018  C229 1.090
258 H 5.544 0.814 0.666  C229 1.090
259 H 6.974 0.025 2.944  C230 1.090
260 H 7.695 -0.557 1.634  C230 1.090
261 H 6.584 -1.633 2.265  C230 1.090
262 H 2.489 -1.472 -3.413  C231 1.090
263 H 3.237 -3.052 -3.604  C231 1.090
264 H 5.384 -2.394 -3.669  C232 1.090
265 H 5.232 -1.201 -2.502  C232 1.090
266 H 4.220 -0.578 -5.251  C233 1.090
267 H 5.807 -0.288 -4.809  C233 1.090
268 H 3.452 0.970 -3.445  C234 1.090
269 H 4.658 1.788 -4.225  C234 1.090
270 H 5.075 1.033 -2.700  C234 1.090
271 C -3.432 1.415 -8.030  O272 1.472, O273 1.403, C274 1.591, H285 1.090
272 O -3.697 2.633 -7.247  C271 1.472, C278 1.442
273 O -4.372 0.437 -7.674  C271 1.403
274 C -3.284 1.703 -9.588  C271 1.591, F275 1.374, F276 1.327, F277 1.313
275 F -4.409 2.148 -10.239  C274 1.374
276 F -2.287 2.524 -9.891  C274 1.327
277 F -2.919 0.627 -10.246  C274 1.313
278 C -2.836 2.706 -6.092  O272 1.442, C279 1.492, H283 1.090, H284 1.090
279 C -2.484 4.055 -5.561  C278 1.492, H280 1.090, H281 1.090, H282 1.090
280 H -2.249 3.936 -4.503  C279 1.090
281 H -1.524 4.383 -5.959  C279 1.090
282 H -3.173 4.898 -5.602  C279 1.090
283 H -1.794 2.402 -6.195  C278 1.090
284 H -3.306 2.116 -5.306  C278 1.090
285 H -2.423 1.079 -7.793  C271 1.090

Properties
LUMO = -3.70 eV
Energy = -167824.1170 eV
Molecular weight = 1536.34 g mol⁻¹
F_max = 5.4 eV Å⁻¹
HOMO level = -0.3098 hartree
Gap between HOMO and LUMO = 4.731 eV
Charge = +2

Here are the Löwdin charges for atoms 1 to 99, given in e: 0.10 -0.38 -0.39 -0.35 -0.40 -0.09 -0.24 -0.18 -0.24 1.12 -0.24 -0.26 -0.24 -0.08 -0.23 -0.21 -0.21 -0.09 -0.25 -0.25 -0.26 -0.11 0.06 0.04 0.08 0.09 0.11 0.11 0.09 0.06 0.07 0.08 0.07 0.09 0.12 0.10 0.09 0.06 0.07 0.07 0.07 0.10 0.10 0.07 0.09 0.08 0.07 0.06 0.05 0.08 0.05 0.09 0.10 0.11 0.10 0.06 0.06 0.08 -0.11 -0.26 -0.25 -0.22 1.13 -0.23 -0.27 -0.26 -0.08 -0.27 -0.22 -0.23 -0.14 -0.23 -0.26 -0.24 -0.10 0.08 0.06 0.08 0.10 0.07 0.10 0.10 0.08 0.06 0.09 0.08 0.10 0.08 0.11 0.09 0.06 0.08 0.07 0.07 0.06 0.08 0.11 0.13 0.09